Below is an isolated ion of composition C3H8BrN2 and charge +1, with properties calculated with wB97M-V/def2-TZVPD.

XYZ file:
```
14
Properties=species:S:1:pos:R:3
C -0.1862 0.0587 -0.2335
C -0.0027 1.8627 -1.7278
C -0.7275 -0.7266 0.8245
N -0.6169 1.1722 -0.5604
N 0.4182 -1.4699 1.5157
Br 1.4746 -0.6454 -1.1356
H -0.4301 2.8876 -1.7246
H -0.3231 1.2380 -2.5736
H 1.0627 1.8047 -1.5625
H -1.5370 -1.3734 0.4807
H -1.1316 -0.1249 1.7711
H 1.0624 -0.7834 1.8828
H 0.9508 -1.9434 0.7034
H -0.0136 -1.9570 2.3397
```

M = 152.015 g/mol
Lowest unoccupied orbital energy = -0.1443 hartree
Total charge = +1
Energy above the lowest of the compared OMol25 structures with the same formula, charge and spin = 45.7 kcal/mol
Highest occupied orbital energy = -14.464 eV
Structure (SMILES) = C/N=C(\Br)C[NH3+]